<1>
{
  "formula": "C52H143N13O13",
  "method": "ωB97M-V/def2-TZVPD",
  "elements": ["C", "C", "C", "O", "C", "N", "H", "H", "H", "H", "H", "H", "H", "H", "H", "H", "H", "C", "C", "C", "O", "C", "N", "H", "H", "H", "H", "H", "H", "H", "H", "H", "H", "H", "C", "C", "C", "O", "C", "N", "H", "H", "H", "H", "H", "H", "H", "H", "H", "H", "H", "C", "C", "C", "O", "C", "N", "H", "H", "H", "H", "H", "H", "H", "H", "H", "H", "H", "C", "C", "C", "O", "C", "N", "H", "H", "H", "H", "H", "H", "H", "H", "H", "H", "H", "C", "C", "C", "O", "C", "N", "H", "H", "H", "H", "H", "H", "H", "H", "H", "H", "H", "C", "C", "C", "O", "C", "N", "H", "H", "H", "H", "H", "H", "H", "H", "H", "H", "H", "C", "C", "C", "O", "C", "N", "H", "H", "H", "H", "H", "H", "H", "H", "H", "H", "H", "C", "C", "C", "O", "C", "N", "H", "H", "H", "H", "H", "H", "H", "H", "H", "H", "H", "C", "C", "C", "O", "C", "N", "H", "H", "H", "H", "H", "H", "H", "H", "H", "H", "H", "C", "C", "C", "O", "C", "N", "H", "H", "H", "H", "H", "H", "H", "H", "H", "H", "H", "C", "C", "C", "O", "C", "N", "H", "H", "H", "H", "H", "H", "H", "H", "H", "H", "H", "C", "C", "C", "O", "C", "N", "H", "H", "H", "H", "H", "H", "H", "H", "H", "H", "H"],
  "positions_angstrom": [[3.987, 2.581, 7.363], [2.884, 1.577, 7.696], [2.816, 0.520, 6.611], [2.588, 1.095, 5.349], [1.218, 1.333, 5.061], [3.118, 0.948, 9.005], [4.934, 2.047, 7.179], [4.159, 3.289, 8.172], [3.865, 3.093, 6.404], [1.939, 2.116, 7.800], [2.036, -0.222, 6.822], [3.781, 0.003, 6.589], [0.690, 0.388, 4.867], [1.152, 1.912, 4.142], [0.728, 1.842, 5.894], [2.981, 1.643, 9.730], [4.096, 0.676, 9.072], [-0.273, -6.928, -1.674], [-0.482, -5.605, -2.397], [0.215, -4.509, -1.605], [-0.330, -4.376, -0.319], [0.325, -3.398, 0.443], [0.146, -5.661, -3.721], [-0.665, -7.765, -2.255], [-0.795, -6.891, -0.715], [0.778, -7.100, -1.442], [-1.542, -5.321, -2.404], [0.089, -3.565, -2.172], [1.308, -4.657, -1.585], [-0.241, -3.161, 1.341], [0.367, -2.467, -0.143], [1.335, -3.716, 0.730], [-0.358, -6.371, -4.258], [-0.173, -4.841, -4.247], [1.988, 1.270, -0.894], [0.603, 1.417, -0.233], [-0.435, 0.570, -0.873], [-0.489, 0.867, -2.241], [-1.567, 0.295, -2.931], [0.678, 1.075, 1.199], [1.978, 1.655, -1.915], [2.220, 0.203, -0.886], [2.699, 1.861, -0.318], [0.311, 2.472, -0.259], [-1.426, 0.759, -0.418], [-0.326, -0.522, -0.743], [-1.390, 0.371, -4.004], [-2.475, 0.878, -2.721], [-1.717, -0.759, -2.664], [1.560, 1.443, 1.595], [0.819, 0.068, 1.299], [3.401, -1.112, -3.517], [2.469, -2.262, -3.799], [1.318, -1.796, -4.684], [0.317, -2.807, -4.666], [-0.569, -2.698, -5.734], [3.126, -3.406, -4.488], [4.347, -1.428, -3.080], [2.909, -0.490, -2.763], [3.672, -0.478, -4.365], [1.975, -2.584, -2.875], [1.699, -1.558, -5.686], [0.821, -0.910, -4.263], [-0.854, -1.669, -5.975], [-1.417, -3.358, -5.574], [-0.117, -3.077, -6.671], [3.229, -4.186, -3.849], [2.454, -3.733, -5.176], [-6.269, -2.441, -4.286], [-4.738, -2.372, -4.498], [-3.966, -3.170, -3.485], [-4.559, -3.053, -2.219], [-3.986, -3.876, -1.221], [-4.319, -2.731, -5.866], [-6.813, -1.900, -5.046], [-6.431, -2.044, -3.280], [-6.618, -3.476, -4.173], [-4.570, -1.299, -4.320], [-2.921, -2.812, -3.498], [-3.916, -4.246, -3.742], [-3.968, -4.925, -1.537], [-4.580, -3.717, -0.324], [-2.955, -3.570, -0.997], [-4.538, -3.729, -5.867], [-4.986, -2.305, -6.508], [1.848, 4.791, 5.847], [1.016, 5.851, 5.152], [-0.323, 5.357, 4.612], [-0.181, 4.228, 3.793], [0.070, 4.515, 2.424], [0.867, 7.019, 6.037], [1.929, 3.929, 5.177], [1.404, 4.403, 6.773], [2.838, 5.155, 6.112], [1.651, 6.220, 4.335], [-0.807, 6.185, 4.077], [-0.944, 5.135, 5.487], [0.696, 5.401, 2.314], [-0.873, 4.631, 1.871], [0.520, 3.634, 1.962], [0.261, 6.782, 6.820], [0.384, 7.776, 5.562], [-6.367, 3.552, 1.428], [-4.976, 2.946, 1.328], [-4.715, 1.877, 0.310], [-5.571, 0.786, 0.615], [-5.293, -0.294, -0.246], [-4.030, 4.069, 1.111], [-6.500, 4.011, 2.414], [-7.109, 2.752, 1.388], [-6.554, 4.369, 0.730], [-4.722, 2.597, 2.336], [-3.657, 1.590, 0.401], [-4.889, 2.218, -0.721], [-5.795, -0.207, -1.216], [-5.698, -1.188, 0.235], [-4.220, -0.457, -0.397], [-3.121, 3.650, 1.303], [-4.199, 4.863, 1.709], [3.860, 3.555, 2.437], [4.359, 2.135, 2.271], [5.488, 1.774, 3.222], [6.156, 0.614, 2.794], [7.207, 0.258, 3.647], [3.254, 1.150, 2.436], [4.514, 4.216, 1.870], [3.866, 3.847, 3.494], [2.820, 3.649, 2.131], [4.798, 1.913, 1.290], [5.080, 1.613, 4.239], [6.204, 2.604, 3.377], [7.889, 1.101, 3.819], [7.765, -0.557, 3.195], [6.814, -0.052, 4.626], [3.112, 1.123, 3.448], [3.581, 0.216, 2.165], [5.481, -1.007, -0.073], [4.398, -1.962, 0.396], [4.835, -3.400, 0.293], [5.227, -3.667, -1.041], [5.667, -4.987, -1.221], [4.012, -1.569, 1.804], [6.454, -1.155, 0.401], [5.179, 0.040, -0.054], [5.671, -1.214, -1.131], [3.485, -1.716, -0.159], [4.100, -4.158, 0.598], [5.703, -3.510, 0.970], [5.676, -5.178, -2.292], [5.065, -5.720, -0.671], [6.698, -5.118, -0.857], [4.872, -1.172, 2.195], [3.888, -2.409, 2.378], [1.089, 2.135, -4.709], [0.899, 1.817, -6.191], [0.592, 3.079, -6.976], [-0.697, 3.564, -6.671], [-0.850, 4.925, -6.968], [2.138, 1.225, -6.693], [1.886, 2.868, -4.581], [1.350, 1.195, -4.220], [0.192, 2.531, -4.237], [0.033, 1.165, -6.393], [0.559, 2.814, -8.049], [1.384, 3.829, -6.861], [-0.240, 5.525, -6.279], [-1.895, 5.213, -6.897], [-0.513, 5.174, -7.985], [2.452, 0.480, -6.084], [1.974, 0.784, -7.593], [-2.983, 1.888, 4.771], [-2.303, 1.043, 3.715], [-3.207, 0.001, 3.089], [-3.497, -0.980, 4.063], [-3.990, -2.151, 3.475], [-1.795, 1.950, 2.668], [-3.774, 2.491, 4.328], [-2.259, 2.504, 5.309], [-3.421, 1.244, 5.540], [-1.404, 0.544, 4.103], [-2.656, -0.406, 2.221], [-4.161, 0.357, 2.679], [-4.097, -2.939, 4.220], [-3.258, -2.542, 2.753], [-4.958, -1.956, 3.002], [-1.302, 2.759, 3.029], [-1.099, 1.482, 2.086], [4.210, -2.844, 5.824], [2.988, -3.440, 5.119], [1.903, -2.405, 4.966], [0.737, -3.069, 4.573], [-0.291, -2.224, 4.079], [3.432, -3.920, 3.799], [4.594, -2.046, 5.177], [5.022, -3.557, 5.961], [3.944, -2.408, 6.788], [2.609, -4.266, 5.735], [2.230, -1.666, 4.216], [1.796, -1.887, 5.929], [-0.497, -1.395, 4.766], [-1.117, -2.904, 3.907], [0.033, -1.709, 3.160], [3.993, -4.764, 3.887], [2.629, -4.254, 3.265], [-6.933, 1.799, -7.817], [-5.885, 0.748, -7.470], [-5.063, 1.038, -6.249], [-4.584, 2.349, -6.264], [-3.528, 2.524, -5.342], [-6.449, -0.620, -7.390], [-7.186, 1.766, -8.877], [-6.553, 2.812, -7.648], [-7.815, 1.735, -7.174], [-5.172, 0.762, -8.305], [-4.250, 0.297, -6.188], [-5.651, 0.907, -5.317], [-2.718, 1.881, -5.696], [-3.812, 2.284, -4.307], [-3.227, 3.567, -5.296], [-7.077, -0.572, -6.593], [-6.970, -0.747, -8.250]],
  "multiplicity": 1,
  "charge": 0,
  "homo_ha": -0.3076,
  "lumo_energy_ev": 0.58
}

<2>
{
  "formula": "C52H143N13O13",
  "method": "ωB97M-V/def2-TZVPD",
  "elements": ["C", "C", "C", "O", "C", "N", "H", "H", "H", "H", "H", "H", "H", "H", "H", "H", "H", "C", "C", "C", "O", "C", "N", "H", "H", "H", "H", "H", "H", "H", "H", "H", "H", "H", "C", "C", "C", "O", "C", "N", "H", "H", "H", "H", "H", "H", "H", "H", "H", "H", "H", "C", "C", "C", "O", "C", "N", "H", "H", "H", "H", "H", "H", "H", "H", "H", "H", "H", "C", "C", "C", "O", "C", "N", "H", "H", "H", "H", "H", "H", "H", "H", "H", "H", "H", "C", "C", "C", "O", "C", "N", "H", "H", "H", "H", "H", "H", "H", "H", "H", "H", "H", "C", "C", "C", "O", "C", "N", "H", "H", "H", "H", "H", "H", "H", "H", "H", "H", "H", "C", "C", "C", "O", "C", "N", "H", "H", "H", "H", "H", "H", "H", "H", "H", "H", "H", "C", "C", "C", "O", "C", "N", "H", "H", "H", "H", "H", "H", "H", "H", "H", "H", "H", "C", "C", "C", "O", "C", "N", "H", "H", "H", "H", "H", "H", "H", "H", "H", "H", "H", "C", "C", "C", "O", "C", "N", "H", "H", "H", "H", "H", "H", "H", "H", "H", "H", "H", "C", "C", "C", "O", "C", "N", "H", "H", "H", "H", "H", "H", "H", "H", "H", "H", "H", "C", "C", "C", "O", "C", "N", "H", "H", "H", "H", "H", "H", "H", "H", "H", "H", "H"],
  "positions_angstrom": [[3.258, -27.375, -5.538], [3.701, -26.892, -6.921], [3.658, -28.036, -7.907], [2.324, -28.516, -8.161], [2.398, -29.622, -9.004], [2.840, -25.873, -7.423], [3.984, -28.048, -5.081], [2.326, -27.932, -5.636], [3.196, -26.589, -4.786], [4.717, -26.544, -6.735], [4.258, -28.860, -7.522], [4.129, -27.680, -8.823], [2.434, -29.195, -10.006], [1.466, -30.187, -8.991], [3.233, -30.311, -8.876], [2.188, -26.501, -7.871], [3.283, -25.267, -8.099], [8.985, -14.024, -13.995], [8.596, -13.615, -12.602], [7.722, -14.614, -11.794], [7.303, -14.024, -10.550], [6.208, -14.837, -10.004], [9.815, -13.203, -11.931], [8.191, -13.807, -14.710], [9.205, -15.092, -14.010], [9.788, -13.370, -14.336], [8.018, -12.699, -12.724], [8.356, -15.449, -11.495], [6.953, -14.934, -12.497], [6.490, -15.803, -9.586], [5.354, -14.934, -10.675], [5.778, -14.307, -9.154], [10.382, -14.024, -11.772], [9.543, -12.943, -10.994], [0.322, -17.598, -2.283], [0.617, -17.250, -3.739], [0.332, -18.317, -4.836], [0.762, -17.803, -6.122], [0.995, -18.756, -7.119], [0.016, -15.912, -4.012], [-0.699, -17.977, -2.258], [0.428, -16.728, -1.635], [0.967, -18.264, -1.710], [1.692, -17.122, -3.610], [-0.707, -18.644, -4.870], [0.887, -19.222, -4.588], [0.140, -19.431, -7.109], [1.864, -19.328, -6.791], [1.219, -18.371, -8.114], [-0.966, -16.097, -4.159], [0.415, -15.764, -4.928], [-1.803, -9.158, -1.818], [-3.009, -9.825, -2.521], [-3.112, -9.754, -3.992], [-4.325, -10.235, -4.463], [-4.551, -10.136, -5.862], [-2.942, -11.238, -2.093], [-0.842, -9.352, -2.294], [-1.684, -9.264, -0.739], [-1.883, -8.075, -1.912], [-3.897, -9.510, -1.974], [-2.332, -10.411, -4.377], [-2.983, -8.722, -4.319], [-4.762, -9.113, -6.174], [-5.211, -10.885, -6.300], [-3.610, -10.407, -6.341], [-3.740, -11.702, -2.502], [-2.163, -11.706, -2.532], [-4.704, -15.638, -12.096], [-4.591, -16.261, -10.695], [-5.458, -17.619, -10.645], [-5.010, -18.586, -11.594], [-5.684, -19.868, -11.703], [-3.177, -16.460, -10.655], [-5.617, -15.048, -12.179], [-4.816, -16.411, -12.857], [-3.891, -14.986, -12.413], [-4.952, -15.594, -9.913], [-6.497, -17.380, -10.873], [-5.379, -18.073, -9.657], [-5.235, -20.519, -12.453], [-6.662, -19.624, -12.118], [-5.680, -20.307, -10.706], [-3.028, -17.037, -11.471], [-2.814, -16.983, -9.870], [-7.901, -16.757, -3.954], [-6.524, -17.222, -3.487], [-6.460, -18.760, -3.560], [-7.563, -19.294, -2.785], [-7.261, -19.343, -1.442], [-5.415, -16.592, -4.287], [-8.026, -15.716, -3.659], [-8.794, -17.309, -3.660], [-7.957, -16.788, -5.042], [-6.281, -16.916, -2.469], [-5.488, -18.962, -3.110], [-6.370, -19.160, -4.570], [-8.181, -19.689, -0.972], [-7.037, -18.395, -0.953], [-6.408, -19.992, -1.247], [-5.448, -15.586, -4.362], [-5.581, -16.916, -5.229], [1.575, -10.363, 9.455], [0.588, -10.818, 8.317], [1.351, -10.927, 6.994], [0.477, -11.338, 5.890], [1.265, -11.528, 4.694], [0.015, -12.150, 8.599], [1.009, -10.156, 10.363], [2.052, -9.417, 9.198], [2.405, -11.027, 9.697], [-0.245, -10.123, 8.202], [2.235, -11.562, 6.943], [1.801, -9.954, 6.797], [1.608, -10.582, 4.276], [0.678, -11.839, 3.831], [2.072, -12.243, 4.860], [-0.188, -12.486, 7.668], [-0.910, -12.021, 8.985], [2.538, -25.765, -14.295], [2.731, -24.998, -12.977], [3.976, -24.083, -13.067], [4.114, -23.188, -11.993], [5.290, -22.444, -11.962], [1.540, -24.212, -12.657], [3.405, -26.389, -14.514], [2.422, -25.043, -15.103], [1.669, -26.423, -14.290], [2.930, -25.747, -12.211], [3.952, -23.571, -14.029], [4.772, -24.825, -13.131], [6.183, -22.964, -12.309], [5.542, -22.201, -10.930], [5.306, -21.499, -12.507], [0.706, -24.777, -12.590], [1.651, -23.568, -11.886], [-6.282, -14.114, 3.399], [-4.907, -14.153, 3.968], [-4.134, -15.409, 3.631], [-4.793, -16.613, 4.089], [-4.006, -17.759, 3.996], [-4.198, -13.048, 3.422], [-6.746, -13.152, 3.618], [-6.906, -14.821, 3.945], [-6.371, -14.260, 2.323], [-4.881, -14.133, 5.057], [-3.159, -15.294, 4.104], [-4.023, -15.496, 2.550], [-3.721, -17.763, 2.944], [-4.705, -18.580, 4.154], [-3.065, -17.777, 4.546], [-3.280, -12.951, 3.831], [-3.928, -13.248, 2.469], [1.625, -21.949, 2.373], [2.920, -21.307, 3.011], [2.787, -20.820, 4.399], [2.022, -19.564, 4.351], [2.274, -18.821, 5.540], [3.914, -22.369, 2.940], [1.846, -22.355, 1.386], [0.782, -21.266, 2.266], [1.327, -22.884, 2.848], [3.370, -20.521, 2.405], [3.754, -20.684, 4.881], [2.330, -21.606, 5.001], [1.760, -17.866, 5.644], [3.326, -18.587, 5.700], [1.993, -19.507, 6.339], [3.803, -23.141, 3.582], [4.828, -22.023, 3.195], [0.384, -19.724, -16.830], [-1.142, -19.844, -16.492], [-1.960, -20.861, -17.404], [-1.681, -20.638, -18.753], [-2.402, -21.563, -19.583], [-1.204, -20.214, -15.088], [0.752, -20.742, -16.959], [0.980, -19.259, -16.046], [0.498, -19.196, -17.776], [-1.568, -18.841, -16.506], [-3.034, -20.945, -17.242], [-1.604, -21.861, -17.158], [-2.290, -22.531, -19.095], [-2.070, -21.588, -20.621], [-3.476, -21.411, -19.468], [-2.149, -20.485, -14.857], [-0.607, -21.026, -15.027], [6.102, -21.001, -3.562], [7.397, -21.521, -3.143], [8.317, -20.367, -2.496], [8.859, -19.505, -3.516], [9.783, -20.030, -4.486], [7.374, -22.739, -2.294], [5.565, -20.710, -2.659], [5.429, -21.679, -4.086], [6.148, -20.053, -4.099], [7.937, -21.837, -4.035], [9.094, -20.757, -1.840], [7.717, -19.773, -1.806], [10.391, -20.823, -4.052], [10.483, -19.214, -4.667], [9.433, -20.363, -5.463], [7.044, -22.396, -1.404], [6.600, -23.313, -2.597], [-2.673, -25.016, -4.712], [-3.620, -25.622, -5.691], [-2.988, -26.587, -6.778], [-4.068, -26.962, -7.708], [-3.723, -27.883, -8.707], [-4.738, -26.312, -4.980], [-1.857, -24.516, -5.234], [-2.276, -25.773, -4.035], [-3.062, -24.238, -4.054], [-4.036, -24.829, -6.313], [-2.519, -27.419, -6.253], [-2.252, -26.039, -7.365], [-2.901, -27.514, -9.320], [-4.575, -27.947, -9.384], [-3.564, -28.857, -8.244], [-5.089, -27.018, -5.611], [-4.354, -26.840, -4.210]],
  "multiplicity": 1,
  "charge": 0,
  "homo_ha": -0.3352,
  "lumo_energy_ev": 0.16
}

Stability verdict: <1>, ahead by 7.403 eV

<1>
{
  "formula": "C4H7F",
  "method": "ωB97M-V/def2-TZVPD",
  "elements": ["C", "C", "F", "C", "C", "H", "H", "H", "H", "H", "H", "H"],
  "positions_angstrom": [[-1.403, 1.179, 0.048], [-1.090, -0.141, 0.004], [-2.005, -1.147, -0.101], [0.206, -0.822, 0.153], [1.481, -0.093, -0.121], [-2.296, 1.625, -0.250], [-0.731, 1.985, 0.178], [0.167, -1.319, 1.208], [0.042, -1.530, -0.667], [1.512, 0.812, 0.471], [1.864, 0.184, -1.130], [2.254, -0.733, 0.206]],
  "smiles": "C=C(F)CC",
  "multiplicity": 1,
  "charge": 0,
  "homo_ha": -0.3487,
  "lumo_energy_ev": 1.09
}

<2>
{
  "formula": "C4H7F",
  "method": "ωB97M-V/def2-TZVPD",
  "elements": ["C", "C", "C", "C", "F", "H", "H", "H", "H", "H", "H", "H"],
  "positions_angstrom": [[-2.053, -0.339, 0.436], [-0.588, 0.159, -0.280], [0.470, 1.045, -0.279], [1.635, 0.835, -1.212], [0.471, 2.148, 0.607], [-2.180, 0.296, 1.315], [-2.769, -0.199, -0.375], [-1.787, -1.328, 0.591], [-0.502, -0.450, -1.202], [2.469, 1.633, -0.953], [1.281, 0.781, -2.292], [1.981, -0.158, -0.857]],
  "smiles": "C/C=C(/C)F",
  "multiplicity": 1,
  "charge": 0,
  "homo_ha": -0.3298,
  "lumo_energy_ev": 0.97
}

Stability verdict: <1>, ahead by 0.754 eV